(1)
11
Properties=species:S:1:pos:R:3:forces:R:3:nbo_charge:R:1 method="wB97M-V/def2-TZVPD" smiles="FC(F)C(=S)NC=S" fmax_ha_per_bohr=0.0673 e_above_lowest_kj_mol=82.8 e_homo_ev=-8.6
C 1.686499 0.308130 -0.129270 0.931 0.522 -3.290 0.5116
C 0.155597 0.821853 -0.092156 0.235 -2.325 1.525 -0.0445
C -1.898103 -0.686125 0.118301 -1.133 -0.157 0.459 -0.1400
H 2.247276 0.849917 -1.040241 -1.159 -0.946 2.384 0.1732
H 0.015723 -1.067144 0.286195 0.783 -1.970 0.018 0.4113
H -2.160546 -1.715714 0.160049 1.109 -1.224 -0.077 0.2122
N -0.613354 -0.342420 0.137075 1.670 2.043 -0.549 -0.5818
F 2.407944 0.397016 1.018340 -1.138 -0.020 -0.853 -0.3114
F 1.702554 -1.075916 -0.540407 0.071 1.735 0.954 -0.3776
S -0.322966 2.338362 -0.112458 0.191 0.411 -0.362 0.1302
S -3.220622 0.172043 0.194569 -1.560 1.931 -0.209 0.0169

(2)
10
Properties=species:S:1:pos:R:3:forces:R:3:nbo_charge:R:1 method="wB97M-V/def2-TZVPD" fmax_ha_per_bohr=0.0615 e_above_lowest_kj_mol=135.5 total_charge=-1 e_homo_ev=-3.3
C 1.455305 -1.458976 2.291852 1.932 -0.487 -2.327 0.9037
C 0.318177 0.083699 -0.009391 0.806 1.455 -1.511 -0.7139
C 1.075747 -1.227618 0.133779 -0.339 -0.865 1.254 0.4078
O 0.432228 -1.059387 2.690198 -2.712 0.927 1.342 -0.6736
O 2.549721 -1.836653 2.611790 0.124 -0.197 -0.481 -0.6828
F 0.378677 -2.342873 -0.473066 0.102 1.043 0.463 -0.4376
F 2.152958 -1.079103 -0.718885 0.525 -0.050 -0.062 -0.4071
H 0.782038 0.786050 0.671197 0.679 0.147 0.134 0.2139
H 0.446501 0.543770 -1.039574 0.142 -0.694 0.758 0.1756
H -0.694195 0.330246 0.208109 -1.259 -1.278 0.430 0.2140

(3)
10
Properties=species:S:1:pos:R:3:forces:R:3:nbo_charge:R:1 method="wB97M-V/def2-TZVPD" smiles="O=C=CF.FCF" fmax_ha_per_bohr=0.1226 e_above_lowest_kj_mol=251.4 e_homo_ev=-9.3
C 0.755218 -1.988388 1.103747 0.151 -1.006 -0.017 0.6227
C -0.519224 -1.885566 0.843267 -1.210 0.426 -0.308 -0.1139
C -0.029674 1.928655 -0.984451 1.779 4.586 -3.945 0.4477
O 1.870144 -2.049656 1.403816 0.392 0.125 0.008 -0.4188
F -1.325850 -2.891712 0.316572 1.135 1.266 0.675 -0.3152
F -0.720741 1.003148 -0.496987 -3.165 -3.542 1.646 -0.3176
F 0.969251 2.183154 -0.161975 1.951 0.555 1.852 -0.3540
H -0.589842 2.930308 -1.099997 0.297 -1.589 0.032 0.1114
H -0.887554 -0.863880 1.017476 -0.460 -0.870 -0.332 0.2235
H 0.478272 1.633939 -1.941467 -0.869 0.049 0.388 0.1141

(4)
10
Properties=species:S:1:pos:R:3:forces:R:3:nbo_charge:R:1 method="wB97M-V/def2-TZVPD" fmax_ha_per_bohr=0.0730 e_above_lowest_kj_mol=354.1 e_homo_ev="-8.7 / -8.2"
C -0.022359 0.064935 -0.898992 0.368 -3.187 -1.945 -0.6427
C -0.699127 -0.870442 0.211880 -0.435 2.385 -0.796 0.6193
C 0.673458 1.236682 -0.420858 -2.271 2.753 0.603 0.6996
O 0.090805 -1.675336 0.843317 2.072 -2.143 0.872 -0.6873
F -1.361999 -0.148529 1.135562 -0.930 0.565 0.104 -0.3570
F 1.679081 1.269751 0.413968 0.247 -0.678 0.253 -0.3020
F -0.267543 2.194582 0.011218 1.431 -0.907 -0.498 -0.3641
H 0.770557 -0.628702 -1.390284 -1.427 1.066 0.693 0.2536
H -0.785942 0.337579 -1.707940 1.156 -0.241 1.427 0.2690
H -0.076931 -1.780521 1.802130 -0.212 0.386 -0.715 0.5116

(5)
11
Properties=species:S:1:pos:R:3:forces:R:3:nbo_charge:R:1 method="wB97M-V/def2-TZVPD" smiles="O[C@H](C=S)C(F)(F)F" fmax_ha_per_bohr=0.1345 e_above_lowest_kj_mol=49.1 e_homo_ev=-9.7
C 0.468206 -0.050287 -0.442526 -2.756 6.041 1.943 -0.0320
C 0.453097 0.629867 0.961927 0.661 0.312 1.558 -0.3120
C -1.046386 -0.128302 -0.516707 -0.487 0.212 -2.988 0.9665
H 1.691308 -1.374131 0.159880 -2.295 0.271 -2.495 0.4929
H 0.792362 0.948447 -0.998559 -0.257 -2.347 -0.084 0.2110
H -0.350483 1.464625 1.179195 1.793 -1.610 -0.844 0.2518
O 0.960452 -1.238999 -0.641095 4.563 -2.175 2.808 -0.6624
F -1.611909 -0.639134 0.630774 0.055 1.423 -2.052 -0.3036
F -1.491287 1.243930 -0.927759 0.049 -3.664 1.612 -0.3692
F -1.324884 -0.995632 -1.539849 -0.924 1.381 1.222 -0.3080
S 1.459525 0.139617 2.134720 -0.401 0.157 -0.680 0.0650

(6)
9
Properties=species:S:1:pos:R:3:forces:R:3:nbo_charge:R:1 method="wB97M-V/def2-TZVPD" smiles="FC1(I)C=C1.I" fmax_ha_per_bohr=0.0495 e_above_lowest_kj_mol=103.1 e_homo_ev=-9.5
C -1.618323 0.010320 -0.032092 1.321 0.785 1.267 -0.2008
C -0.665586 0.197515 0.860188 -1.808 1.284 -1.251 -0.1646
C -1.421141 1.398234 0.350380 1.024 -0.365 0.697 0.2215
F -2.308858 2.086009 1.189895 0.648 -0.597 -0.879 -0.3612
I 3.067072 0.012529 -2.582365 0.261 0.218 0.023 -0.0927
I -0.407755 2.849311 -0.973802 -0.629 -0.601 0.659 0.0344
H -2.010239 -0.726082 -0.663575 -0.874 -0.583 -0.797 0.2298
H 1.838518 -0.993585 -2.608224 -0.272 -0.211 -0.013 0.0931
H 0.114769 -0.248728 1.431329 0.330 0.070 0.294 0.2406

(7)
9
Properties=species:S:1:pos:R:3:forces:R:3:lowdin_charge:R:1 method="wB97M-V/def2-TZVPD" fmax_ha_per_bohr=0.1382 total_charge=+3 e_homo_ev="-29.4 / -25.3"
H 0.477188 -0.024469 -2.414952 0.291 -0.375 -0.682 0.1554
H -1.047650 -1.071915 -2.732082 -0.087 -0.350 -0.448 0.1928
O -0.445030 3.312858 -0.354607 0.867 -1.133 0.290 0.3445
C -0.224752 -0.786457 -2.076731 -0.398 3.043 -3.826 0.4143
C -0.312171 -1.127974 -0.806819 0.880 -4.532 3.940 0.1926
C 0.196843 2.421575 -0.150419 -1.704 2.242 -0.460 0.0344
H -0.751169 -2.094907 -0.504249 -0.543 0.505 0.759 0.2275
F 0.765231 -0.822028 0.064723 -4.014 -4.281 -1.688 -0.0476
In 1.673363 0.803514 0.343400 4.710 4.880 2.114 1.4860

(8)
11
Properties=species:S:1:pos:R:3:forces:R:3:lowdin_spin:R:1 method="wB97M-V/def2-TZVPD" fmax_ha_per_bohr=0.0578 e_above_lowest_kj_mol=0.0 spin_multiplicity=2 s_squared=0.75 e_homo_ev="-8.5 / -8.5"
C -0.644139 -0.360780 -0.654928 0.410 1.206 0.540 0.0979
C -0.627192 -1.660500 0.021713 0.098 -0.290 0.518 0.7119
F -1.835798 0.315689 -0.420103 -0.065 -0.256 0.044 0.0293
H -0.597640 -0.491652 -1.748506 0.372 0.237 0.353 0.0070
H -0.197623 -2.519017 -0.492474 -0.133 0.284 0.164 0.0435
H -0.933077 -1.733800 1.063748 0.119 0.058 -0.367 0.0336
O 1.352317 2.129984 0.986355 -0.373 0.503 -0.926 0.0052
C 0.651979 1.095775 1.006224 1.331 -1.400 2.262 0.0043
O 0.398419 0.587837 -0.290986 -0.795 -0.576 -2.514 0.0537
O 0.390471 0.362045 1.949786 -0.878 0.210 -0.303 0.0126
K 2.042282 2.274415 -1.420827 -0.086 0.026 0.230 0.0011

(9)
9
Properties=species:S:1:pos:R:3:forces:R:3:lowdin_spin:R:1 method="wB97M-V/def2-TZVPD" fmax_ha_per_bohr=0.1142 e_above_lowest_kj_mol=0.0 spin_multiplicity=2 s_squared=0.75 e_homo_ev="-7.4 / -7.4"
F -0.241158 0.818233 -2.586768 -2.722 2.426 0.739 0.0624
O -0.948810 -0.979178 0.445680 -2.216 0.136 2.889 0.0099
C 0.516518 0.381404 0.265120 -0.416 5.289 -2.519 0.0031
C 0.472842 -1.033008 0.789091 0.993 -0.218 -1.533 0.0081
C -0.835556 0.397985 0.103489 0.319 0.321 -0.234 0.1070
H 1.461883 -1.185697 1.275979 -0.604 1.872 4.523 -0.0035
H 0.536307 -2.131788 0.940080 0.504 -1.402 -3.859 -0.0013
Lu -1.891607 2.101057 -1.445769 3.813 -3.997 -0.436 0.8111
H 0.929580 1.630994 0.213099 0.329 -4.427 0.431 0.0033

(10)
10
Properties=species:S:1:pos:R:3:forces:R:3:nbo_charge:R:1 method="wB97M-V/def2-TZVPD" smiles=Nc1nocc1F fmax_ha_per_bohr=0.1403 e_above_lowest_kj_mol=395.9 e_homo_ev=-9.3
C 0.305718 -0.481625 -0.195606 4.226 0.011 1.226 0.2673
C -1.603107 0.543403 0.021177 -0.079 0.372 -0.010 0.1090
C -0.271146 0.825965 -0.217739 -3.815 -1.667 1.073 0.2026
H 2.292970 -1.416359 0.432128 -1.503 0.492 -0.333 0.4395
H 2.166584 0.424869 -0.151570 -1.344 -5.250 0.800 0.3836
H -2.514984 1.037336 0.470244 1.434 0.130 -1.167 0.2265
N 1.675461 -0.726091 -0.018067 2.241 6.654 -1.650 -0.8446
N -0.478975 -1.463294 -0.132529 -4.190 -0.222 -0.526 -0.1617
O -1.828325 -0.747150 -0.114830 1.450 -1.917 0.581 -0.3348
F 0.255803 2.002945 -0.093206 1.580 1.395 0.005 -0.2876

(11)
10
Properties=species:S:1:pos:R:3:forces:R:3:nbo_charge:R:1 method="wB97M-V/def2-TZVPD" smiles="Fc1c[nH]c(=S)[nH]1" fmax_ha_per_bohr=0.0338 e_above_lowest_kj_mol=12.8 e_homo_ev=-7.9
C 1.118025 -0.368569 0.033443 0.008 -0.829 -0.381 0.5100
C 0.831056 0.934039 -0.019386 1.083 -0.340 0.320 -0.1900
C -1.139644 -0.241648 0.002141 -0.077 0.282 0.451 0.2480
H 1.586426 1.699282 -0.064540 -0.561 0.457 0.042 0.2437
H -1.100695 1.811960 0.050875 -0.639 0.974 -0.040 0.4315
H -0.149742 -2.102434 -0.060817 0.178 0.992 0.216 0.4463
N -0.554269 0.996990 0.026425 0.112 -0.905 -0.324 -0.5309
N -0.048055 -1.084039 0.054362 -1.182 -1.233 -0.317 -0.5812
F 2.256069 -1.055507 -0.015079 -0.180 0.501 0.079 -0.2870
S -2.799168 -0.590076 -0.007424 1.258 0.101 -0.046 -0.2903

(12)
10
Properties=species:S:1:pos:R:3:forces:R:3:nbo_charge:R:1 method="wB97M-V/def2-TZVPD" fmax_ha_per_bohr=0.0797 e_above_lowest_kj_mol=422.4 total_charge=-1 e_homo_ev=-2.5
C 0.345474 -0.260582 2.103995 0.676 -1.072 1.025 0.7297
C 0.307485 0.021324 -0.537340 -1.717 -0.643 2.285 -0.2718
C -0.351290 0.109856 0.962209 -2.263 2.061 -2.725 -0.0754
N 0.335323 1.147651 -1.272036 1.318 2.139 -1.088 -0.3652
O -0.599473 -1.173207 1.756202 0.562 -0.176 0.093 -0.5372
O 1.296540 -0.312105 2.840092 -0.705 0.512 -0.164 -0.5978
F -1.052613 1.731307 -1.565562 0.048 -1.186 0.582 -0.4297
H 1.301431 -0.350819 -0.433408 1.079 0.129 -0.080 0.2042
H -0.269026 -0.837651 -0.792639 -1.032 -1.365 -1.223 0.1151
H -1.352034 0.656195 0.732858 2.035 -0.399 1.296 0.2279

(13)
8
Properties=species:S:1:pos:R:3:forces:R:3:nbo_charge:R:1 method="wB97M-V/def2-TZVPD" smiles="C=C(F)C=O" fmax_ha_per_bohr=0.1209 e_above_lowest_kj_mol=178.9 e_homo_ev=-9.9
C -0.498177 -0.184473 -0.023420 -1.799 0.679 2.952 0.2918
C 0.252870 -0.739432 1.005609 1.628 1.343 -1.542 -0.4242
C 0.044449 0.811351 -1.008979 4.485 -3.945 -1.240 0.3124
H 0.055004 -1.213542 2.018958 -0.611 0.467 -1.968 0.2473
H 1.425510 -0.577235 0.828533 -2.937 -0.316 0.349 0.2482
H -0.546331 1.787929 -1.393531 1.590 -2.214 0.824 0.1996
O 1.192693 0.291742 -1.368315 -4.478 4.307 0.145 -0.5150
F -1.926018 -0.176341 -0.058854 2.122 -0.321 0.480 -0.3600

(14)
8
Properties=species:S:1:pos:R:3:forces:R:3:nbo_charge:R:1 method="wB97M-V/def2-TZVPD" fmax_ha_per_bohr=0.0068 e_above_lowest_kj_mol=0.0 e_homo_ev=-10.1
C -2.808995 -0.212155 -1.115596 0.108 -0.216 0.250 0.5023
C 0.928182 0.261504 -0.454400 -0.006 0.086 0.009 -0.5053
C 0.827156 0.041908 0.836345 0.027 -0.138 -0.051 0.2431
O -2.476846 -0.932272 -0.314717 -0.125 0.207 -0.247 -0.5021
F 0.932612 1.042092 1.725145 -0.010 0.102 0.145 -0.3377
H 1.089605 1.253813 -0.834211 0.054 0.239 -0.046 0.2153
H 0.845722 -0.542165 -1.159832 -0.035 -0.272 -0.056 0.2150
H 0.662563 -0.912726 1.317267 -0.012 -0.008 -0.004 0.1695

(15)
9
Properties=species:S:1:pos:R:3:forces:R:3:nbo_charge:R:1 method="wB97M-V/def2-TZVPD" fmax_ha_per_bohr=0.0418 e_above_lowest_kj_mol=718.1 e_homo_ev="-9.7 / -8.2"
C 0.881072 0.013988 0.134865 0.143 -0.398 -1.000 -0.4441
C 0.626972 0.607201 1.219327 -2.112 0.327 0.235 0.5880
C -0.305131 -0.464925 -0.830570 1.096 -0.539 0.620 -0.0680
O -1.836146 0.424863 0.530488 1.123 -0.210 0.224 -0.2910
O -1.345884 0.386998 -0.720239 -1.076 0.794 -0.230 -0.1839
F 0.624944 1.210890 2.339150 0.623 -0.088 -0.012 -0.2364
H 1.828112 -0.259312 -0.301164 0.455 0.038 0.171 0.2395
H 0.031350 -0.427815 -1.867976 0.004 -0.048 0.112 0.2012
H -0.505289 -1.491890 -0.503881 -0.256 0.124 -0.121 0.1947

(16)
10
Properties=species:S:1:pos:R:3:forces:R:3:nbo_charge:R:1 method="wB97M-V/def2-TZVPD" smiles="O=C(CF)C(O)=S" fmax_ha_per_bohr=0.0496 e_above_lowest_kj_mol=18.9 e_homo_ev=-9.4
C -0.738594 -0.801613 0.442564 -0.244 -0.580 0.794 0.1252
C 0.478393 0.070464 0.735482 0.032 -0.096 -0.952 0.4846
C 0.951814 0.800650 -0.592143 1.007 -0.695 2.240 -0.0476
H -2.468012 -0.505346 -0.362350 -0.065 -0.342 0.143 0.5059
H 2.042165 0.689783 -0.574863 -0.106 -0.015 -0.303 0.1941
H 0.732284 1.853148 -0.508462 -0.424 0.372 -0.304 0.1953
O -1.713110 -0.007918 -0.024012 0.401 -0.329 0.041 -0.6500
O 1.012580 0.107888 1.810981 -0.167 0.375 -0.902 -0.4679
F 0.419083 0.199763 -1.691252 -0.097 0.122 -0.213 -0.3379
S -0.716602 -2.406819 0.764055 -0.337 1.189 -0.545 -0.0017

(17)
10
Properties=species:S:1:pos:R:3:forces:R:3:lowdin_spin:R:1 method="wB97M-V/def2-TZVPD" fmax_ha_per_bohr=0.1494 e_above_lowest_kj_mol=0.0 spin_multiplicity=8 total_charge=+2 s_squared=15.76 e_homo_ev="-16.6 / -16.6"
H 0.846325 -1.306487 0.319710 1.453 2.229 2.071 0.0003
H -0.933318 -0.795776 -1.286277 0.033 -0.061 0.245 0.0004
O -1.711643 0.405632 0.228467 0.103 0.606 0.349 0.0006
O 0.175017 0.883334 1.135874 3.600 -0.892 0.042 0.0092
C -0.884285 -0.705638 -0.198175 0.271 1.155 1.007 0.0003
C 0.554972 -0.175988 0.317945 -5.354 -5.184 -1.867 0.0100
C -1.100618 1.275539 0.974787 -2.169 -0.091 -0.696 0.0004
H -1.240040 -1.602639 0.316767 0.143 0.135 -0.110 0.0002
F 1.074959 0.223302 -0.922509 2.746 2.509 -1.098 0.0623
Tb 3.218628 1.798718 -0.886585 -0.826 -0.406 0.056 6.9164

(18)
10
Properties=species:S:1:pos:R:3:forces:R:3:nbo_charge:R:1 method="wB97M-V/def2-TZVPD" fmax_ha_per_bohr=0.1609 e_above_lowest_kj_mol=374.7 total_charge=+1 e_homo_ev=-13.8
H -1.625058 -1.357584 -0.297511 0.209 -0.109 0.156 0.2560
H 0.015781 -1.422425 0.404188 3.491 2.140 -0.664 0.3627
O -1.441400 0.705900 -0.247064 0.489 -0.199 -0.310 -0.4456
O 0.230752 0.602290 1.070096 2.120 1.642 -0.089 -0.6318
C -0.887246 -0.605484 -0.587977 0.428 1.566 -0.440 -0.2473
C 0.820685 -0.302720 0.240222 -5.611 -6.061 0.528 0.2761
C -0.732302 1.439197 0.529444 -1.400 0.355 0.106 0.5297
H -0.720789 -0.591685 -1.667390 0.194 -0.310 0.205 0.2515
F 1.643653 0.050884 -0.762090 -0.572 0.465 -0.001 -0.3280
Tl 2.695928 1.481623 1.318080 0.652 0.511 0.508 0.9767

(19)
9
Properties=species:S:1:pos:R:3:forces:R:3:nbo_charge:R:1 method="wB97M-V/def2-TZVPD" fmax_ha_per_bohr=0.0665 e_above_lowest_kj_mol=83.6 e_homo_ev=-8.8
C 0.907341 0.222699 -0.132356 1.048 -1.501 -0.049 -0.3877
C -0.093091 -0.820816 0.040310 -0.509 -0.414 0.469 -0.3605
C -1.414362 -0.689082 -0.091678 -0.060 1.450 0.172 0.2904
H 1.493004 2.485780 0.472711 1.006 -0.452 -0.016 0.1482
H 0.405503 -1.784870 0.399152 -1.361 1.316 -0.729 0.2728
H -2.104808 -1.407654 0.242663 -0.747 -0.988 -0.037 0.1789
F -2.106528 0.458442 -0.475463 1.514 -1.441 0.355 -0.3337
S 0.504088 1.842935 -0.121449 -2.549 2.275 -0.187 0.1479
S 2.408855 -0.307436 -0.333893 1.656 -0.244 0.021 0.0438

(20)
9
Properties=species:S:1:pos:R:3:forces:R:3:nbo_charge:R:1 method="wB97M-V/def2-TZVPD" fmax_ha_per_bohr=0.0814 e_above_lowest_kj_mol=308.5 e_homo_ev="-8.8 / -8.9"
C 0.534673 0.587826 0.309089 2.051 -1.251 3.431 -0.4801
C -0.071215 1.524838 -0.314312 -0.590 1.342 -0.872 0.5340
C 0.449673 -0.779137 -0.115656 -1.828 -1.483 -0.915 -0.5328
F -0.056226 2.805804 -0.147492 -0.144 0.651 0.145 -0.2926
S -2.528459 -0.708506 -0.480649 0.659 -0.788 0.553 -0.1562
S -1.038708 -1.781739 0.321935 -1.687 1.416 -0.722 0.2274
H 1.189281 0.608515 1.234899 -0.931 1.203 -0.945 0.2390
H 0.477683 -0.760919 -1.181278 0.330 -0.881 -0.797 0.2376
H 1.043296 -1.496684 0.373464 2.139 -0.209 0.122 0.2236